This record from the OMol25 dataset describes 2 unconnected molecules or ions with the total composition CH4O3 in a non-equilibrium geometry. The level of theory is ωB97M-V/def2-TZVPD.

Geometry as XYZ:
```
8
CH4O3 (ωB97M-V/def2-TZVPD)
C 0.4887 -0.5828 -0.1219
O 0.8759 0.4811 -0.9012
O -1.1994 1.3351 0.5754
O 0.0159 -0.3242 1.0632
H -0.1138 -1.2938 -0.8699
H 1.5047 -1.2456 -0.0188
H 0.1286 1.0384 -0.5986
H -1.7005 0.5917 0.8718
```

Properties
- HOMO level (spin up / spin down) (eV) = -10.62 / -10.87
- ΔE to the lowest compared entry with this formula, charge and spin (kJ/mol) = 553.4
- calculated total energy (eV) = -7238.91518
- HOMO-LUMO gap (spin up / spin down) (Ha) = 0.3201 / 0.3056
- multiplicity = 1